No. 1
Formula: C25H38FN4O5PS5SbW
Source: the OMol25 dataset
Level of theory: ωB97M-V/def2-TZVPD

As for the spin multiplicity: 2. As for the HOMO energy (alpha / beta): -6.559 / -6.747 eV. The calculation puts the LUMO energy (alpha / beta) at -0.00053 / -0.03894 Ha. As for the energy above the lowest of the compared OMol25 structures with the same formula, charge and spin: 0.396 eV. Its frontier orbital gap (alpha / beta) is 6.544 / 5.687 eV.

Element x y z (Å)
C 1.3637 -2.5743 -4.8525
N -0.6100 -2.3460 -0.2793
S -0.4420 2.7934 2.3593
C 6.1902 -1.6559 1.4403
H -1.6760 0.3171 -2.2733
H -1.1758 -1.8918 -2.8446
H 3.5490 1.5569 -0.8080
C 1.0194 4.1998 -0.3619
S -3.6056 1.7085 2.6712
H 2.8936 -1.4428 -3.8265
H 7.0914 -1.1920 1.8215
C 6.1929 -2.9469 0.9534
C -1.8495 -2.6988 -0.9798
C 2.2532 4.2583 0.2710
H 5.4438 -0.0126 -1.2582
C 2.5713 5.3059 1.1280
H 2.9765 3.4627 0.1180
H -0.5018 -0.0229 -4.2087
C 0.6800 3.0382 -1.2555
C 1.0494 1.9396 2.1674
F 1.9190 7.3020 2.1801
H -2.7301 -0.1114 -1.1277
C 1.6277 6.2873 1.3376
H 4.1928 0.7540 1.8540
C 2.5609 -0.7237 0.9149
H -0.3377 2.4022 4.7225
H 3.5273 5.3576 1.6336
H 5.2420 0.2520 -3.0005
C 3.8556 -2.7840 0.4740
H 0.6229 -3.3447 -4.6304
C 1.3755 3.6139 4.1547
H -2.9368 -1.8610 -2.6501
C 5.1134 0.7001 -2.0136
H 0.8498 -1.6989 -5.2527
S -0.8234 -0.8348 2.3556
H -0.8807 5.1671 -0.5993
C -0.0909 3.2450 4.0768
C 0.0957 5.2171 -0.1310
C -0.0023 0.9344 -4.0164
H 1.5667 4.5640 3.6576
C 5.0213 -3.5226 0.4648
C 0.3365 1.6196 -5.3188
W -0.2055 -0.1315 0.0209
O 5.0915 0.3516 1.9143
S -0.8280 2.1395 -0.7106
H -0.6226 -2.6789 0.6802
H 2.9324 -3.2055 0.0990
Sb -2.8211 -0.0089 1.4415
N 1.2337 1.0328 1.2676
C 0.3909 6.2674 0.7205
H -0.5789 1.8957 -5.8456
N 2.5320 0.5074 1.3195
H -0.7353 4.0881 4.3240
O 1.2187 0.6978 -3.3074
C 5.0136 -0.9054 1.4511
C 3.6713 1.0834 -1.7824
H 1.7315 3.6625 5.1835
H 0.9262 0.9661 -5.9621
H 0.2078 -2.7324 -0.7366
H -1.8583 -3.7364 -1.3162
H 5.7441 1.5889 -1.9506
H 7.1157 -3.5140 0.9536
H -2.6753 -2.5622 -0.2828
H 3.3037 1.7506 -2.5637
S 2.3115 2.3060 3.3247
P 1.3127 -0.2437 -1.9996
C -1.9846 -1.7355 -2.1329
H 1.5237 2.3551 -1.2923
C 2.1521 -2.2119 -3.6160
H 0.4910 3.3864 -2.2731
H -0.3203 7.0586 0.9185
H 5.0247 -4.5362 0.0867
C 3.8254 -1.4774 0.9636
O 1.2478 -1.7452 -2.5887
H 2.0333 -2.9574 -5.6245
H 0.9099 2.5262 -5.1244
O 2.8888 -0.1276 -1.7975
H -0.6553 1.5600 -3.3998
H 2.6697 -3.0762 -3.2026
N -1.8469 -0.3775 -1.5555
O 1.5037 -1.3219 0.4518



No. 2
Formula: C25H39AsF6FeN3O4SSi
Source: the OMol25 dataset
Level of theory: ωB97M-V/def2-TZVPD

As for the spin multiplicity: 2. As for the HOMO energy (alpha / beta): -8.791 / -8.788 eV. The calculation puts the LUMO energy (alpha / beta) at -0.04551 / -0.02224 Ha. Its frontier orbital gap (alpha / beta) is 7.553 / 8.183 eV.

Element x y z (Å)
H -7.0440 1.3788 0.7215
H 8.2647 3.5538 -4.2418
H -0.7923 -2.3311 2.1559
H 8.8444 4.1842 0.6971
H 10.3860 4.4410 -3.3023
C 9.7269 4.3563 -1.2586
H -1.9267 -3.6502 1.8540
C -5.6582 1.3359 -1.6769
H -3.9211 2.7560 3.5158
H -1.0897 -0.4764 3.6052
O -3.9274 0.6013 -0.2535
C 2.3270 0.9370 -1.9341
H -3.4789 -2.1092 -1.1981
H -2.5497 2.8434 4.6316
C -5.1194 1.4107 -0.2568
S -1.1509 2.0448 0.2657
H -1.5556 -0.4749 -3.6495
C 2.2066 1.9433 0.1358
C 9.5670 4.1828 -2.6442
C -4.7740 2.8485 0.1106
H -6.3292 -0.2212 0.4671
H 6.1545 3.0353 0.6283
O -0.3747 0.1460 -2.1150
H 10.6643 4.7429 -0.8813
H -0.8822 0.8785 4.7136
H -6.5833 1.9069 -1.7668
C -0.8898 -2.7895 -0.5573
F 1.8357 -2.7021 1.5205
H -4.0297 3.2508 -0.5781
H -4.0955 -1.9634 0.4528
H -4.9271 1.7405 -2.3779
H -3.5060 -3.5243 -0.1316
C 3.4629 2.4906 -0.0128
C -3.3428 -2.4463 -0.1710
F 2.5254 0.4714 2.6699
H -4.6086 0.5095 4.3971
H 3.8543 3.1165 0.7772
C -3.5583 0.2602 4.5543
O -1.7122 -0.6871 0.2424
C -1.2246 0.5979 3.7164
C -6.1103 0.8140 0.7336
N 6.3430 3.1576 -0.3510
C 7.3648 3.3668 -2.2928
C 7.5372 3.5537 -0.9148
H -2.4096 -0.3468 -2.0965
N 6.1068 2.8515 -2.5505
As 2.2681 -1.1565 2.1512
H 4.1174 1.2312 -3.0706
Fe -0.0432 0.2570 -0.4055
F 3.1453 -0.8246 0.6995
H -3.4371 -0.8192 4.4551
O -3.1717 0.5618 2.2466
N 1.6522 1.1710 -0.8017
C -2.6834 0.9855 3.5443
C 8.7184 4.0474 -0.3688
H 1.8193 0.3222 -2.6624
Si -2.6349 0.6290 0.7268
C -1.6433 0.1047 -2.7265
C 5.5401 2.7427 -1.3827
H 0.1161 -2.5955 -0.1800
H -5.6989 0.8333 1.7427
C 3.5877 1.4456 -2.1543
F 1.2424 -1.4242 3.5048
H -5.6665 3.4740 0.0641
H -2.2747 3.0042 2.8927
H -1.9685 1.1175 -2.9815
H -3.2785 0.5467 5.5689
H -2.5345 -2.0814 2.4005
C -1.7832 -2.5713 1.7793
H -0.5922 1.1033 2.9865
F 0.7593 -0.5187 1.2712
H -4.3772 2.9054 1.1268
C 8.3942 3.6913 -3.1769
C 4.1831 2.2289 -1.1712
H -5.8605 0.2983 -1.9455
H 1.6297 2.1031 1.0352
H -1.0337 -3.8705 -0.5501
F 3.6539 -1.7396 2.9554
H -0.9756 -2.4353 -1.5845
C -1.9393 -2.1452 0.3298
C -2.8706 2.4921 3.6501



No. 3
Formula: C25H39AuNO3P2S
Source: the OMol25 dataset
Level of theory: ωB97M-V/def2-TZVPD

As for the spin multiplicity: 3. As for the HOMO energy (alpha / beta): -10.329 / -11.558 eV. The calculation puts the LUMO energy (alpha / beta) at -0.08984 / -0.20194 Ha. As for the energy above the lowest of the compared OMol25 structures with the same formula, charge and spin: 0.030 eV. Its frontier orbital gap (alpha / beta) is 7.884 / 6.063 eV. The total charge is +1.

Element x y z (Å)
O -0.0359 -2.8277 1.1632
H 0.8869 -0.7477 -2.1585
O 1.4711 -3.4163 -0.6649
H 4.3957 -0.3604 1.5702
N -0.0363 1.4676 0.8159
H -2.3784 4.2842 3.5472
H 1.6853 0.8446 -2.2171
H 4.5535 -2.8659 2.0951
C -3.9427 -0.8540 -0.1289
H 3.1425 -3.1120 1.0558
H -0.7894 0.8772 -1.6583
C -3.5820 2.8989 2.4304
H -4.5129 3.2354 2.8664
C -1.9072 -0.4969 -2.8576
C 1.1612 3.5605 0.5338
H -1.4493 -1.4304 -2.5270
C -1.8416 0.6066 -1.7959
H -3.0945 -2.8772 -0.1248
H 2.3726 5.3127 0.3821
H -0.2590 3.4788 2.5947
H -6.0033 -0.4608 -0.6179
C 1.8404 -0.2360 -2.3008
H 2.1789 -0.4419 -3.3169
C -0.0825 -5.2519 0.3205
C -2.3870 3.4993 2.8037
H 0.2314 4.1054 0.4578
H 4.6405 -2.4776 0.3785
H -3.7790 -2.3890 -1.6637
O -0.9370 -3.2372 -1.0800
H -3.6131 1.6502 -2.5184
H -5.0122 0.9957 -0.6953
H 4.5049 4.0562 0.5295
P -2.2736 -0.0957 -0.1420
C 4.2822 -0.1981 -1.6250
H -4.9005 -0.2222 -1.9627
C 1.1424 2.1591 0.6630
C -2.4178 1.3862 0.9436
C 3.5386 -1.0402 1.6075
H -4.1867 -0.8603 0.9401
C -3.9052 -2.3175 -0.5835
C 2.8873 -0.7326 -1.3076
C -1.1967 3.0652 2.2522
C 3.9918 -2.4578 1.2540
C 3.5483 2.1369 0.5739
H -1.3927 -0.1619 -3.7602
H 4.2801 0.8877 -1.7308
C -5.0192 -0.0756 -0.8890
S 0.1235 -3.5755 -0.1586
H 4.6081 -0.6145 -2.5793
H -4.5341 1.3834 1.2718
C -1.2038 2.0242 1.3117
H -2.0874 2.2882 -3.1071
H 2.8838 -1.8249 -1.3396
H 3.6566 -1.2649 3.7448
C 2.3649 4.2356 0.4772
H -4.8539 -2.7905 -0.3255
C 3.5602 3.5299 0.5410
C 2.9140 -0.9748 3.0009
H 2.5628 0.0276 3.2559
Au 0.0048 -0.6857 0.8009
H -2.6017 2.6340 -1.4576
H -1.0942 -5.3949 0.6907
H 5.0271 -0.4745 -0.8774
P 2.3295 -0.4045 0.3972
H 0.6417 -5.5073 1.0892
H 0.0859 -5.8492 -0.5734
C 2.3632 1.4228 0.5930
H -2.9414 -0.7051 -3.1350
H 2.0716 -1.6661 3.0731
C -3.5895 1.8466 1.5188
H 4.4934 1.6105 0.5680
C -2.5851 1.8654 -2.2323



Values for E_tot, hartree, ordered as above
-4310.3335; -6227.9937; -2472.8793
Values for F_max, eV/A, ordered as above
1.44; 0.11; 1.05